An isolated molecule of C27H35N3O7. Source: the OMol25 dataset; level of theory: ωB97M-V/def2-TZVPD.

The geometry in XYZ format:
```
72
Properties=species:S:1:pos:R:3:mulliken_charge:R:1
C -3.834 1.483 -1.883 -1.418
H -2.103 2.766 -2.193 0.360
H -4.522 2.247 -1.519 0.458
H 4.971 -4.560 1.332 0.251
H 1.966 1.624 -0.282 -0.128
H -3.602 -4.816 -0.300 0.327
C -1.191 0.660 2.450 -0.746
C 1.044 1.610 2.566 -0.798
H 0.374 -1.029 -1.680 0.242
H 5.968 -2.376 -1.669 0.327
H -1.812 0.227 1.662 0.270
H -2.674 2.213 2.617 0.533
C -3.964 -1.027 -1.943 -0.622
C 0.480 -0.300 -2.481 -1.512
C 6.572 -1.673 -1.090 -0.816
H -3.926 1.406 -2.967 0.440
H -1.339 2.393 3.759 0.478
C 4.017 -1.584 0.409 0.824
C 2.547 0.744 -0.070 0.433
H 2.224 -2.279 1.374 0.567
C -0.187 0.988 -2.071 0.872
N -1.482 0.851 -1.745 0.452
H 1.534 -0.128 -2.678 0.369
O -4.863 -3.474 0.657 -0.459
C -4.646 -4.703 0.009 -0.848
C 4.193 -3.798 1.291 -0.933
O -0.270 -1.069 0.559 -0.709
H 3.570 3.360 -0.698 0.300
H 0.878 3.748 2.821 0.493
C 3.839 0.631 -0.559 0.535
H 2.802 2.559 -2.096 0.246
O -3.367 2.865 0.495 -0.703
H -5.148 -1.201 1.698 0.459
C 2.700 -1.471 0.844 -0.335
H 1.182 3.264 1.157 0.257
C -1.598 2.105 2.740 -1.156
H -4.889 -5.471 0.743 0.243
H 0.003 -0.691 -3.377 0.499
C 3.754 2.765 -1.599 -0.690
O 4.464 1.585 -1.295 -0.467
C -4.813 -1.137 0.675 -0.793
C -4.612 -2.325 -0.030 0.879
C 4.598 -0.534 -0.315 0.748
H -3.649 -0.997 -2.977 0.322
N 0.188 0.601 1.996 0.297
H -1.864 -0.079 -1.630 0.018
O 4.789 -2.691 0.662 -0.465
H -1.308 0.043 3.349 0.385
C 0.538 -0.287 1.045 0.057
H -0.343 2.473 -0.223 -0.127
C -2.366 2.517 -0.098 0.321
N -1.125 2.617 0.402 0.279
H -1.259 4.063 1.892 0.738
C -2.407 1.943 -1.530 0.103
H -4.032 -3.155 -1.933 0.409
H -5.299 -4.820 -0.863 0.338
O 5.866 -0.485 -0.813 -0.500
H 3.871 -3.559 2.310 0.330
C -4.152 0.158 -1.245 -0.012
H 3.342 -4.180 0.719 0.373
C -4.587 0.082 0.076 -0.168
H 4.401 3.327 -2.271 0.276
C -4.190 -2.260 -1.352 -0.441
H 0.937 1.563 3.656 0.487
O 0.386 2.070 -2.029 -0.749
H 2.084 1.397 2.318 0.317
C -0.871 3.043 1.767 -0.332
C 1.973 -0.313 0.622 -0.975
H -4.743 0.993 0.632 0.509
H 6.920 -2.163 -0.179 0.239
C 0.632 3.006 2.062 -1.050
H 7.431 -1.359 -1.685 0.288
```

Its HOMO energy is -8.0 eV. As for the calculated total energy: -47370.46627 eV. The calculation puts the frontier orbital gap at 8.68 eV. The structure (SMILES) is COc1ccc(C[C@H](NC(C)=O)C(=O)NC2CCN(C(=O)c3cc(OC)c(OC)c(OC)c3)CC2)cc1. For the relative energy (zero: lowest compared OMol25 entry of this formula, charge and spin), the calculation gives 0.00 kcal/mol.


A structure of composition C27H36CeNO2P2 at a distorted geometry. Source: the OMol25 dataset; level of theory: ωB97M-V/def2-TZVPD.

The geometry in XYZ format:
```
69
Properties=species:S:1:pos:R:3:mulliken_charge:R:1
H -2.965 1.221 0.824 0.268
H -0.014 -1.134 -4.379 0.342
N -0.115 1.119 -2.051 1.296
H -3.419 -0.453 1.280 0.350
C -3.443 0.296 0.470 -1.269
H 0.865 3.268 5.479 0.405
H 0.926 -2.341 -4.428 0.328
H -0.327 -4.949 3.504 0.419
H -2.174 2.946 -4.014 0.501
C 1.141 2.786 -3.203 -0.861
H -0.800 2.424 -0.087 0.267
H -4.487 0.503 0.187 0.540
P 2.150 -0.351 -0.706 1.351
H 0.090 -1.256 -2.091 0.266
H 4.088 0.002 0.721 0.594
C -0.681 -2.850 3.049 -0.710
H -2.050 -0.414 -3.728 0.359
C -0.035 3.216 -3.842 -0.595
C 1.185 0.020 3.423 0.630
C -0.409 2.345 0.919 -0.983
P -2.531 -0.339 -0.971 1.530
C -2.507 0.820 -2.326 -1.428
H 2.985 -1.280 1.339 0.306
C 0.598 1.131 2.759 0.538
O -1.737 -1.047 -4.440 -0.733
H -0.906 4.419 1.282 0.479
H -4.515 -1.566 -1.633 0.450
C -0.485 3.517 1.706 -1.347
H -0.425 -1.869 -1.540 0.066
H -3.034 -2.212 -2.416 0.350
C 0.949 2.356 4.890 -0.878
C 1.620 0.058 4.733 -1.634
H -0.001 4.040 -4.562 0.437
C -0.040 3.499 2.999 -1.003
C -0.254 -2.142 0.761 1.641
H -0.112 4.404 3.598 0.386
C 0.107 1.154 1.398 1.356
C -0.305 -4.166 2.737 -0.705
C -1.243 2.607 -3.543 -1.460
Ce -0.179 -0.471 -0.552 -1.771
H 2.066 -0.820 5.193 0.463
H 3.065 -2.462 -1.416 0.368
H 0.395 -5.481 1.162 0.413
H 2.543 0.432 1.544 0.280
H -3.378 -2.596 -0.690 0.392
C 0.503 2.337 3.557 0.525
H 1.349 -0.921 2.907 0.798
C -0.655 -1.849 2.069 -1.299
C 0.098 -4.459 1.428 -0.757
H 2.306 2.046 -0.574 0.495
C -3.456 -1.825 -1.475 -1.332
H 0.446 -3.722 -0.561 0.464
O 0.944 -1.383 -4.252 -0.623
H 1.840 1.260 6.505 0.414
H 4.153 -1.096 -1.855 0.483
H 2.106 3.274 -3.392 0.505
C 0.124 -3.456 0.447 -0.760
C 3.104 -1.429 -1.803 -1.248
H 2.635 -1.400 -2.802 0.250
C 1.497 1.235 5.477 -0.669
C -1.304 1.532 -2.626 1.167
C 1.067 1.750 -2.288 0.497
C 2.260 1.360 -1.440 -1.325
H 3.201 1.479 -2.001 0.684
H -3.450 1.244 -2.685 0.447
H -0.997 -2.600 4.069 0.480
C 3.037 -0.285 0.871 -1.380
H -2.061 -0.641 -5.263 0.290
H -0.947 -0.834 2.346 0.900
```

Its HOMO energy (spin up / spin down) is -10.2 / -10.2 eV. As for the calculated total energy: -65657.25605 eV. The calculation puts the frontier orbital gap (spin up / spin down) at 5.31 / 5.31 eV. Its total charge is +1.


- The lowest calculated total energy belongs to which entry?
  C27H36CeNO2P2